This record from the Open Molecules 2025 dataset describes an isolated molecule of C5H8NO7. The level of theory is the ωB97M-V functional and the def2-TZVPD basis.

Cartesian coordinates (Å):
H (-2.3759, -1.7459, 1.7519)
C (-2.1449, -1.4194, 0.7359)
O (-2.3719, -2.2103, -0.1268)
C (-1.5633, -0.0585, 0.5104)
C (-0.2508, -0.0748, -0.3194)
C (0.1455, 1.3555, -0.6756)
C (0.8737, -0.7682, 0.4632)
O (1.9949, -0.8762, -0.3492)
N (2.8744, 0.1326, -0.0837)
O (3.8869, 0.2362, -0.7787)
O (2.6300, 0.9166, 0.8305)
O (-0.4413, -0.8016, -1.5309)
O (-2.4909, 0.8189, -0.1116)
O (-2.2457, 2.0829, 0.2730)
H (-1.3728, 0.4134, 1.4854)
H (0.3330, 1.9465, 0.2183)
H (1.0483, 1.3603, -1.2815)
H (-0.6608, 1.8269, -1.2390)
H (1.1263, -0.2220, 1.3813)
H (0.5837, -1.7928, 0.7240)
H (0.4216, -1.1202, -1.8775)

Its spin multiplicity is 2. The total energy comes out at -776.43402 hartree. Its orbital gap (spin up / spin down) is 0.3670 / 0.3265 hartree. Its expectation value of S² is 0.7540. For the relative energy (zero: lowest compared OMol25 entry of this formula, charge and spin), the calculation gives 0.0 kJ/mol.

This record from the Open Molecules 2025 dataset describes a cluster of 2 separate species, C3H8S2 in total. The level of theory is the ωB97M-V functional and the def2-TZVPD basis.

Cartesian coordinates (Å):
C (-0.3831, 0.9698, -0.9019)
C (-0.8514, -0.2703, -0.8229)
C (-1.7763, -0.6661, 0.2698)
H (0.4874, 1.3710, -1.4064)
H (-0.7606, 1.6396, -0.1338)
H (-0.7039, -1.0035, -1.6095)
H (-2.8198, -0.6895, -0.0331)
H (-1.6037, -0.1530, 1.2083)
H (-1.6142, -1.7345, 0.4631)
S (3.2307, -0.2550, 0.1119)
S (2.0892, 0.6331, 1.6201)
H (2.9064, -1.5224, 0.3917)
H (1.7992, 1.6809, 0.8427)

As for the SMILES: C=CC.SS. The total energy comes out at -915.41912 hartree. Its orbital gap is 0.3291 hartree. For the relative energy (zero: lowest compared OMol25 entry of this formula, charge and spin), the calculation gives 151.9 kJ/mol.

This record from the Open Molecules 2025 dataset describes a structure of composition C4H5CoO3. The level of theory is the ωB97M-V functional and the def2-TZVPD basis.

Cartesian coordinates (Å):
O (-1.8120, 1.0076, 0.1381)
C (-2.7468, 0.1365, 0.1180)
C (-2.4406, -1.1946, -0.2698)
O (-1.2385, -1.4810, -0.6023)
C (2.6660, -1.4586, 0.5821)
C (2.5642, -0.1569, 0.2339)
O (1.4860, 0.4600, -0.2008)
Co (-0.2051, 0.1479, -0.4989)
H (-3.7735, 0.4204, 0.3847)
H (-3.2293, -1.9547, -0.3433)
H (1.9806, -2.2094, 0.1798)
H (3.4533, -1.7721, 1.2687)
H (3.4868, 0.4462, 0.1928)

As for the net charge: +1. Its spin multiplicity is 6. The total energy comes out at -1763.53257 hartree. Its orbital gap (spin up / spin down) is 0.3069 / 0.2613 hartree. Its expectation value of S² is 8.7741. For the relative energy (zero: lowest compared OMol25 entry of this formula, charge and spin), the calculation gives 0.0 kJ/mol.

This record from the Open Molecules 2025 dataset describes a cluster of 2 separate species, C4H10N2 in total. The level of theory is the ωB97M-V functional and the def2-TZVPD basis.

Cartesian coordinates (Å):
C (-2.2432, 1.8514, 1.7710)
C (-1.1308, 2.3107, 1.1067)
H (-3.2051, 2.0598, 1.3748)
H (-2.0668, 1.1599, 2.6518)
H (-1.2515, 3.1216, 0.3976)
H (-0.1031, 1.9390, 1.3887)
C (0.4621, -1.0128, 0.4575)
N (1.6656, -0.8701, -2.1458)
C (1.1431, -2.0642, -1.6021)
N (0.6694, -2.1632, -0.4430)
H (0.5743, -1.3327, 1.4831)
H (-0.5672, -0.7430, 0.3166)
H (1.0909, -0.1739, 0.3663)
H (1.3005, -0.7282, -3.1057)
H (2.4335, -0.4432, -1.7278)
H (1.2284, -2.9111, -2.2897)

As for the net charge: -1. Its spin multiplicity is 2. The total energy comes out at -267.78164 hartree. Its orbital gap (spin up / spin down) is 0.0916 / 0.3214 hartree. Its expectation value of S² is 0.7503. For the relative energy (zero: lowest compared OMol25 entry of this formula, charge and spin), the calculation gives 168.9 kJ/mol.

This record from the Open Molecules 2025 dataset describes a structure of composition C29H30F5GeN2O2SSnTe. The level of theory is the ωB97M-V functional and the def2-TZVPD basis.

Cartesian coordinates (Å):
Sn (0.1024, -0.6565, -0.1031)
N (0.2241, -0.3219, 2.8703)
C (-0.3201, -0.6055, 4.1943)
C (-1.7433, -1.1426, 4.1104)
C (-1.7842, -2.5770, 3.6067)
C (-3.1652, -2.9924, 3.1159)
N (-3.4716, -2.2681, 1.8932)
H (1.2409, -0.2790, 2.8819)
H (-0.0207, 0.6185, 2.5741)
H (-0.2862, 0.2714, 4.8576)
H (0.3148, -1.3671, 4.6604)
H (-2.3198, -0.5209, 3.4195)
H (-2.2308, -1.0702, 5.0910)
H (-1.4379, -3.2623, 4.3896)
H (-1.0855, -2.6750, 2.7693)
H (-3.9153, -2.7258, 3.8734)
H (-3.1992, -4.0876, 3.0094)
H (-4.4056, -2.4465, 1.5501)
H (-2.8071, -2.5169, 1.1594)
C (-2.1375, 2.0888, 1.4184)
Ge (-1.9888, 1.0694, -0.2638)
C (-3.7698, 0.2877, -0.6293)
C (-4.7426, 0.1773, 0.3646)
C (-5.9900, -0.3691, 0.0959)
C (-6.2869, -0.8340, -1.1796)
C (-5.3276, -0.7439, -2.1779)
C (-4.0851, -0.1873, -1.9003)
C (-1.7855, 2.5092, -1.6243)
C (-0.5532, 2.6644, -2.2008)
C (-0.2863, 3.6690, -3.1609)
C (-1.2665, 4.5345, -3.5394)
C (-2.5562, 4.4445, -2.9558)
C (-3.5800, 5.3559, -3.3141)
C (-4.8147, 5.2992, -2.7325)
C (-5.0768, 4.3173, -1.7551)
C (-4.1093, 3.4189, -1.3997)
C (-2.8181, 3.4371, -1.9876)
H (-2.8264, 2.9262, 1.2845)
H (-1.1456, 2.4757, 1.6508)
H (-2.4876, 1.4707, 2.2465)
H (-4.5225, 0.5150, 1.3704)
H (-6.7274, -0.4433, 0.8879)
H (-7.2569, -1.2696, -1.3913)
H (-5.5424, -1.1103, -3.1750)
H (-3.3465, -0.1245, -2.6930)
H (0.2629, 2.0039, -1.9378)
H (0.7085, 3.7227, -3.5875)
H (-1.0815, 5.3069, -4.2790)
H (-3.3568, 6.1092, -4.0629)
H (-5.5875, 6.0045, -3.0155)
H (-6.0514, 4.2708, -1.2839)
H (-4.3323, 2.6668, -0.6546)
F (6.7323, 2.0678, -0.3775)
C (5.5646, 1.5723, -0.8320)
C (4.9841, 0.4716, -0.2306)
F (5.6090, -0.1222, 0.7924)
C (3.7859, -0.0278, -0.7130)
F (3.3039, -1.1207, -0.1210)
C (3.1070, 0.5400, -1.7980)
S (1.6428, -0.1165, -2.4687)
C (3.7289, 1.6575, -2.3643)
F (3.1664, 2.2881, -3.4115)
C (4.9289, 2.1636, -1.9063)
F (5.4875, 3.2417, -2.4925)
C (2.7642, 3.2509, 0.7627)
C (2.1682, 1.9520, 1.3146)
O (2.7639, 1.3918, 2.2483)
O (1.0811, 1.5754, 0.7740)
H (2.5236, 4.0618, 1.4550)
H (2.3481, 3.4888, -0.2153)
H (3.8504, 3.1755, 0.7120)
Te (-0.5588, -3.2880, -0.5413)

As for the net charge: -2. Its spin multiplicity is 2. The total energy comes out at -4839.92075 hartree. Its orbital gap (spin up / spin down) is 0.1784 / 0.2064 hartree. Its expectation value of S² is 0.7630. For the relative energy (zero: lowest compared OMol25 entry of this formula, charge and spin), the calculation gives 0.0 kJ/mol.

This record from the Open Molecules 2025 dataset describes an isolated molecule of C9H11NS2. The level of theory is the ωB97M-V functional and the def2-TZVPD basis.

Cartesian coordinates (Å):
C (3.8369, 0.1597, 0.0741)
C (3.8941, -1.1619, -0.2291)
C (2.4654, 0.5851, 0.2691)
C (1.5658, -0.3682, 0.0339)
C (-0.2524, 0.9278, 0.1390)
C (-1.3754, -1.2006, -0.6332)
C (-2.4343, 1.0428, -0.7057)
C (-1.9313, -0.1050, 1.5589)
C (-1.4689, 0.1349, 0.0080)
N (0.2923, 2.0288, 0.1775)
S (2.2948, -1.8401, -0.3511)
S (2.0047, 2.2942, 0.2368)
H (4.7344, 0.8013, -0.0216)
H (4.6701, -1.8269, -0.5777)
H (-2.2661, -1.7300, -0.6627)
H (-1.3136, -1.1339, -1.6756)
H (-0.6126, -1.7411, -0.2669)
H (-3.3979, 0.7239, -0.7712)
H (-2.5157, 2.0305, -0.3021)
H (-2.1505, 1.0569, -1.7153)
H (-2.9101, 0.2565, 1.5328)
H (-1.8738, -1.2364, 1.6616)
H (-1.2560, 0.3017, 2.2205)

The total energy comes out at -1200.51287 hartree. Its orbital gap is 0.3151 hartree. For the relative energy (zero: lowest compared OMol25 entry of this formula, charge and spin), the calculation gives 446.5 kJ/mol.

This record from the Open Molecules 2025 dataset describes a structure of composition C5H11NO. The level of theory is the ωB97M-V functional and the def2-TZVPD basis.

Cartesian coordinates (Å):
C (-0.4903, -0.0212, -0.3096)
C (1.9108, 0.2470, 0.9735)
C (-1.2250, 0.3556, 0.9500)
C (-1.1618, 0.4398, -1.5796)
N (1.2087, 0.1335, -0.2827)
C (0.0520, -1.4079, -0.3947)
O (0.5506, -2.2124, 0.4083)
H (1.5497, 0.7937, -0.9696)
H (-0.6107, -1.9560, -1.1092)
H (2.3257, 1.1863, 1.3593)
H (2.7606, -0.4378, 1.0270)
H (1.3878, -0.0859, 1.8743)
H (-1.1945, 1.4417, 1.0645)
H (-0.7784, -0.1034, 1.8275)
H (-2.2701, 0.0522, 0.8766)
H (-2.0365, -0.1906, -1.7575)
H (-0.5154, 0.2814, -2.4416)
H (-1.4633, 1.4841, -1.5163)

The total energy comes out at -326.99385 hartree. Its orbital gap is 0.3453 hartree. For the relative energy (zero: lowest compared OMol25 entry of this formula, charge and spin), the calculation gives 361.0 kJ/mol.

This record from the Open Molecules 2025 dataset describes a cluster of 3 separate species, CH9N2O2 in total. The level of theory is the ωB97M-V functional and the def2-TZVPD basis.

Cartesian coordinates (Å):
N (-0.4384, -0.1898, 1.3515)
C (-1.3105, -0.0784, 0.3772)
N (-1.1911, -0.7265, -0.7504)
H (-0.5216, 0.4519, 2.1271)
H (0.3775, -0.7626, 1.1752)
H (-2.1273, 0.6177, 0.5125)
H (-1.9735, -0.7555, -1.3872)
H (-0.5862, -1.5470, -0.8328)
H (1.2742, 4.3559, 1.2301)
H (2.0535, 4.2176, -0.0895)
O (1.2412, 3.9481, 0.3599)
H (1.6671, -3.0677, -1.8481)
H (0.5259, -3.6465, -1.0539)
O (1.0093, -2.8172, -1.1718)

As for the net charge: +1. The total energy comes out at -303.26865 hartree. Its orbital gap is 0.3932 hartree. For the relative energy (zero: lowest compared OMol25 entry of this formula, charge and spin), the calculation gives 68.1 kJ/mol.

This record from the Open Molecules 2025 dataset describes a cluster of 2 separate species, C2H3Cl2N in total. The level of theory is the ωB97M-V functional and the def2-TZVPD basis.

Cartesian coordinates (Å):
C (-0.1196, -0.5149, -0.0858)
C (0.6258, 0.6548, -0.0242)
N (-0.1299, -1.7373, -0.1361)
Cl (-2.4176, 0.5078, -0.0764)
Cl (2.3856, 0.2226, -0.1097)
H (0.4848, 1.2844, 0.8815)
H (0.3637, 1.4182, -0.8799)
H (-1.0488, -2.2343, -0.1664)

The total energy comes out at -1053.07767 hartree. Its orbital gap (spin up / spin down) is 0.3174 / 0.3174 hartree. For the relative energy (zero: lowest compared OMol25 entry of this formula, charge and spin), the calculation gives 119.0 kJ/mol.